# 1
Computed, not measured: 2 unconnected molecules or ions with the total composition C15H27N4O10S, with ωB97M-V/def2-TZVPD.

The geometry in XYZ format:
```
57
C15H27N4O10S | OMol25 | ωB97M-V/def2-TZVPD
O 2.455 -2.022 3.655
O 0.351 -6.428 2.711
O -5.047 6.290 -2.453
O -5.740 4.429 -1.045
O 0.555 2.715 0.483
O -1.489 5.008 -4.362
O 0.693 3.140 -3.103
O -0.880 1.544 -1.527
O -2.511 3.073 -1.505
O -6.691 4.680 -3.359
C 3.200 -2.643 2.903
C 1.448 -5.901 2.615
C 0.183 -1.683 -0.011
C 0.322 -2.429 1.129
C -0.107 -0.339 1.729
N -0.088 -0.381 0.384
N 2.525 -6.688 2.741
N 2.814 -3.740 2.245
N 0.129 -1.577 2.203
C 4.618 -2.175 2.676
C 3.957 -6.385 2.800
C -0.646 3.392 0.064
C -1.614 3.887 -3.477
C -0.455 3.761 -2.497
C -2.774 4.059 -2.507
C -1.096 2.944 -1.346
C 0.576 -3.923 1.215
C -4.131 3.837 -3.165
C 1.488 -4.367 2.386
S -5.386 4.865 -2.398
H 1.263 2.876 -0.170
H -0.836 4.848 -5.066
H 1.106 3.730 -3.760
H -1.310 1.303 -2.366
H -7.197 5.467 -3.119
H 0.247 -2.048 -1.029
H -0.207 0.567 2.323
H -0.247 0.426 -0.233
H 2.273 -7.657 2.877
H 3.489 -4.185 1.642
H 0.390 -1.797 3.164
H 4.759 -1.920 1.627
H 5.313 -2.962 2.964
H 4.803 -1.293 3.290
H 4.160 -5.628 3.560
H 4.502 -7.291 3.078
H 4.321 -6.058 1.825
H -1.444 3.161 0.777
H -0.496 4.475 0.087
H -1.741 2.959 -4.047
H -0.185 4.759 -2.131
H -2.725 5.065 -2.071
H 1.010 -4.270 0.276
H -0.398 -4.409 1.319
H -4.441 2.797 -3.087
H -4.097 4.126 -4.215
H 1.034 -3.983 3.300
```

Charge ... +1
Frontier orbital gap ... 10.14 eV
Energy ... -53257.9420 eV



# 2
Computed, not measured: 2 unconnected molecules or ions with the total composition C15H27N5O4S, with ωB97M-V/def2-TZVPD.

The geometry in XYZ format:
```
52
C15H27N5O4S | OMol25 | ωB97M-V/def2-TZVPD
C -2.116 -2.525 1.590
C -3.360 -1.795 2.084
N -2.979 -0.799 3.079
C -3.894 -0.136 3.875
O -5.083 -0.392 3.770
C -3.424 0.828 4.957
S -4.216 2.493 4.820
C -3.327 3.180 3.462
N -3.548 4.363 2.956
N -2.645 4.533 1.951
C -1.919 3.445 1.910
C -0.783 3.158 0.956
C -0.381 4.395 0.140
C -1.178 2.013 0.014
O -2.297 2.547 2.851
H -2.392 -3.270 0.837
H -1.618 -3.037 2.420
H -1.413 -1.819 1.137
H -3.863 -1.308 1.241
H -4.056 -2.522 2.519
H -2.007 -0.516 3.141
H -3.684 0.390 5.923
H -2.338 0.930 4.917
H 0.078 2.837 1.550
H 0.468 4.162 -0.511
H -1.213 4.736 -0.484
H -0.089 5.213 0.806
H -2.045 2.295 -0.593
H -0.350 1.767 -0.658
H -1.433 1.115 0.585
C 5.299 -0.244 -1.720
N 3.969 0.366 -1.650
C 2.821 -0.102 -2.153
O 1.787 0.534 -1.971
C 2.798 -1.425 -2.955
C 3.208 -1.215 -4.421
N 1.463 -2.029 -2.925
C 1.145 -3.322 -2.890
C 2.238 -4.373 -2.917
O -0.022 -3.672 -2.822
H 5.653 -0.267 -2.752
H 5.279 -1.258 -1.317
H 6.002 0.347 -1.129
H 3.882 1.245 -1.161
H 3.512 -2.104 -2.491
H 3.217 -2.167 -4.952
H 2.498 -0.546 -4.910
H 4.202 -0.773 -4.477
H 0.684 -1.388 -2.867
H 1.774 -5.358 -2.914
H 2.864 -4.269 -2.033
H 2.832 -4.260 -3.821
```

Charge ... 0
Structure (SMILES) ... CCNC(=O)CSc1nnc(C(C)C)o1.CNC(=O)[C@H](C)NC(C)=O
Frontier orbital gap ... 8.86 eV
Energy ... -42469.3937 eV



# 3
Computed, not measured: a molecular structure, C15H27N5O7P2Pd, with ωB97M-V/def2-TZVPD.

The geometry in XYZ format:
```
57
C15H27N5O7P2Pd | OMol25 | ωB97M-V/def2-TZVPD
Pd -0.885 0.041 -1.278
C 1.706 2.830 -1.479
N 1.608 2.028 -0.247
C 0.642 2.559 0.712
P 1.963 0.450 -0.411
O 1.174 -0.365 -1.388
O 1.684 -0.144 1.079
P 0.410 -1.116 1.367
O -0.822 -0.553 0.731
N 0.220 -1.147 2.980
C 1.112 -1.926 3.830
C -0.422 -0.015 3.649
N 0.864 -2.577 0.827
C 2.233 -2.952 0.503
C -0.163 -3.461 0.272
N 3.543 0.334 -0.754
C 4.544 1.045 0.032
C 4.070 -0.689 -1.652
H 2.049 3.832 -1.221
H 0.739 2.892 -1.985
H 2.424 2.381 -2.164
H 0.937 3.576 0.970
H 0.633 1.963 1.619
H -0.366 2.584 0.289
H 1.452 -2.815 3.304
H 0.565 -2.242 4.718
H 1.981 -1.340 4.148
H -1.116 0.474 2.970
H 0.318 0.710 4.003
H -0.983 -0.385 4.507
H 2.942 -2.275 0.975
H 2.391 -2.934 -0.578
H 2.429 -3.961 0.870
H -1.149 -3.168 0.628
H 0.031 -4.486 0.591
H -0.159 -3.416 -0.820
H 4.074 1.841 0.605
H 5.282 1.489 -0.637
H 5.058 0.367 0.718
H 3.265 -1.113 -2.245
H 4.571 -1.484 -1.093
H 4.796 -0.231 -2.326
O -7.239 1.867 -2.820
C -7.000 1.068 -1.904
O -7.719 0.549 -1.036
C -5.479 0.827 -1.668
C -5.055 0.001 -0.628
C -3.712 -0.223 -0.430
N -2.809 0.351 -1.234
C -3.195 1.169 -2.238
C -4.522 1.433 -2.478
C -1.990 1.752 -2.947
O -1.959 2.914 -3.276
O -0.989 0.891 -3.054
H -5.811 -0.449 0.001
H -3.321 -0.847 0.362
H -4.842 2.095 -3.271
```

Charge ... 0
Frontier orbital gap ... 6.94 eV
Energy ... -59838.1823 eV



# 4
Computed, not measured: a single C15H27NO molecule, with ωB97M-V/def2-TZVPD.

The geometry in XYZ format:
```
44
C15H27NO | OMol25 | ωB97M-V/def2-TZVPD
C 2.602 0.136 -6.971
C 1.543 -0.267 -6.587
C 0.272 -0.771 -6.109
C 0.456 -1.920 -5.110
C 1.253 -1.520 -3.869
C 0.526 -0.516 -2.976
C 1.301 -0.255 -1.686
C 0.688 0.846 -0.820
C -0.676 0.471 -0.243
C -1.186 1.537 0.732
C -0.278 1.668 1.945
O 0.451 2.618 2.135
N -0.340 0.610 2.785
C 0.417 0.538 4.013
C -0.455 0.735 5.255
C -1.457 -0.398 5.467
C -2.243 -0.216 6.760
H 3.526 0.497 -7.313
H -0.308 -1.127 -6.967
H -0.283 0.048 -5.645
H 0.976 -2.739 -5.612
H -0.530 -2.284 -4.809
H 1.461 -2.421 -3.286
H 2.211 -1.099 -4.183
H -0.467 -0.905 -2.740
H 0.404 0.430 -3.507
H 1.363 -1.179 -1.106
H 2.321 0.038 -1.947
H 0.589 1.759 -1.411
H 1.368 1.065 0.005
H -1.403 0.362 -1.050
H -0.597 -0.493 0.268
H -1.215 2.505 0.231
H -2.197 1.285 1.063
H -1.000 -0.128 2.601
H 0.928 -0.429 4.063
H 1.162 1.335 3.956
H -0.986 1.684 5.166
H 0.201 0.799 6.126
H -0.924 -1.352 5.498
H -2.158 -0.434 4.629
H -2.955 -1.027 6.894
H -2.791 0.723 6.742
H -1.571 -0.203 7.615
```

ΔE to the lowest compared entry with this formula, charge and spin ... 9.6 kJ/mol
Charge ... 0
Structure (SMILES) ... C#CCCCCCCCCC(=O)NCCCC
Frontier orbital gap ... 10.25 eV
Energy ... -19529.9298 eV



# 5
Computed, not measured: 3 unconnected molecules or ions with the total composition C15H28BBr7N2O2P, with ωB97M-V/def2-TZVPD.

The geometry in XYZ format:
```
56
C15H28BBr7N2O2P | OMol25 | ωB97M-V/def2-TZVPD
N -3.272 3.005 -1.151
P -1.746 2.669 -1.536
C -0.789 1.846 -0.108
C 0.597 2.515 0.253
C 1.460 1.904 1.416
C 2.900 2.455 1.870
C 4.001 1.442 1.225
C 4.389 1.889 -0.294
Br 3.155 1.105 -1.670
C 0.840 0.669 2.167
C -0.548 0.103 1.706
N -1.315 0.681 0.596
C -2.602 -0.001 0.258
B -2.198 -1.532 -0.236
O -2.896 -2.703 0.250
O -1.045 -1.712 -1.190
H -3.363 2.672 -0.166
H -1.616 1.798 -2.690
H -1.109 3.930 -1.886
H 1.000 3.421 -0.316
H 2.921 2.401 3.023
H 3.076 3.519 1.468
H 3.551 0.375 1.213
H 4.957 1.355 1.872
H 4.495 3.021 -0.408
H 5.433 1.429 -0.502
H 1.433 0.180 3.022
H -0.925 -0.812 2.305
H -3.208 0.496 -0.575
H -3.277 -0.160 1.186
H -2.379 -3.101 0.997
H -1.262 -1.227 -2.023
Br -2.088 -6.870 0.851
C -0.722 -6.683 -0.528
C 0.219 -5.547 -0.213
Br -0.605 -3.818 -0.600
H -1.243 -6.561 -1.478
H -0.190 -7.636 -0.532
H 1.103 -5.590 -0.852
H 0.532 -5.524 0.832
Br 6.576 -0.872 -1.685
C 6.717 -1.687 0.081
C 5.719 -2.807 0.246
Br 3.923 -2.114 0.561
H 6.595 -0.887 0.812
H 7.737 -2.070 0.136
H 5.952 -3.403 1.131
H 5.658 -3.463 -0.622
Br -6.317 2.887 0.762
C -7.568 3.715 -0.484
C -6.870 4.160 -1.745
Br -5.863 5.803 -1.453
H -8.056 4.530 0.051
H -8.304 2.939 -0.704
H -7.598 4.406 -2.520
H -6.168 3.421 -2.133
```

Charge ... +1
Frontier orbital gap ... 6.87 eV
Energy ... -523335.5745 eV



What is the frontier orbital gap in the fourth record? 10.25 eV



Look up the energy of the third one. -59838.1823 eV



energy of number 4 (C15H27NO)? -19529.9298 eV